[1]
177
Properties=species:S:1:pos:R:3:forces:R:3:lowdin_charge:R:1 method="wB97M-V/def2-TZVPD" e_homo_ha=-0.3736 homo_lumo_gap_ev=7.837 charge=+1
C 0.94040 0.42656 -0.03840 -0.218 0.309 -0.052 -0.038
C 0.32702 1.66528 -0.61642 -0.103 -0.036 0.037 -0.237
C 0.72608 2.20233 -1.83117 -0.083 0.125 0.152 -0.031
C 0.15820 3.38195 -2.29185 0.086 -0.015 -0.232 -0.075
C -0.80734 4.04828 -1.55849 0.072 -0.213 0.207 -0.065
C -1.19956 3.53446 -0.32168 0.178 0.118 -0.325 -0.215
C -2.19893 4.25143 0.54935 0.083 -0.401 0.084 -0.086
C -3.62068 4.17461 -0.03678 0.635 0.612 -0.154 -0.183
C -3.97386 5.49664 -0.71347 0.018 0.030 -0.226 -0.109
N -5.28128 5.60962 -1.32551 0.020 -0.369 0.063 -0.108
C -5.29755 5.33619 -2.76132 -0.199 0.373 -0.080 -0.129
C -5.07201 3.88004 -3.08444 -0.013 -0.109 -0.352 -0.239
O -3.97023 3.44467 -3.30272 0.269 -0.134 0.061 0.069
C -6.36863 4.96989 -0.59183 -0.084 0.305 -0.158 -0.101
C -6.01523 3.68621 0.15384 -0.376 0.107 -0.246 -0.145
C -7.20521 3.12164 0.88912 -0.019 -0.135 0.157 -0.187
C -7.48171 1.76460 0.72681 -0.043 -0.005 -0.033 -0.042
C -8.57643 1.17287 1.33291 -0.078 0.077 0.020 -0.057
C -9.42799 1.94009 2.11092 0.092 0.197 -0.025 -0.058
C -9.17975 3.29811 2.26166 -0.004 -0.161 -0.026 -0.050
C -8.08501 3.88922 1.65150 0.000 -0.082 0.030 -0.021
N -4.69946 3.80697 0.98344 -0.839 -0.769 0.148 0.033
C -4.35916 2.43461 1.52591 -0.025 -0.275 0.016 0.042
C -4.66725 2.17177 2.99249 0.566 0.048 0.504 -0.403
O -3.83645 2.15870 3.83964 -0.682 -0.146 -0.362 0.202
F -5.95341 1.90712 3.25488 0.291 0.124 -0.029 0.150
B -4.71464 4.89641 2.07784 -0.006 0.406 0.446 -0.681
O -5.76305 5.74766 2.13460 0.451 0.115 -0.810 0.234
O -3.65946 4.91538 2.92514 0.192 -0.034 -0.695 0.227
C -0.63091 2.35053 0.12467 -0.209 0.104 -0.077 -0.004
H 1.44896 -0.17702 -0.78040 0.216 0.037 -0.043 0.074
H 1.62244 0.74588 0.74721 0.101 -0.265 -0.037 0.055
H 0.18791 -0.20890 0.41849 -0.072 -0.050 0.033 0.072
H 1.51411 1.72470 -2.39593 0.002 -0.082 -0.101 0.116
H 0.51241 3.79330 -3.22668 -0.076 0.077 -0.082 0.110
H -1.19632 4.99118 -1.91537 -0.047 0.071 -0.072 0.110
H -2.15123 3.77511 1.52412 0.030 0.103 0.103 0.098
H -1.89876 5.28725 0.71241 -0.032 0.143 -0.083 0.138
H -3.61194 3.40419 -0.80626 -0.356 -0.332 0.209 0.154
H -3.77001 6.33726 -0.03844 -0.155 0.006 0.198 0.139
H -3.23319 5.58324 -1.50497 0.117 0.147 -0.011 0.125
H -4.52258 5.92421 -3.24851 0.165 -0.008 0.047 0.132
H -6.24902 5.68272 -3.16377 -0.148 -0.110 0.027 0.128
H -5.94776 3.20941 -3.11744 -0.180 0.029 0.155 0.101
H -7.13074 4.66583 -1.30964 -0.089 -0.055 -0.021 0.140
H -6.85732 5.68459 0.06042 0.083 0.054 0.177 0.117
H -5.77298 2.94953 -0.61221 0.390 -0.098 0.086 0.143
H -6.84071 1.15620 0.10150 0.034 -0.033 -0.088 0.118
H -8.78027 0.12269 1.19074 0.048 -0.093 -0.043 0.112
H -10.29179 1.49652 2.58221 -0.043 -0.070 0.042 0.111
H -9.84931 3.90234 2.85457 -0.052 0.070 0.032 0.111
H -7.94289 4.94756 1.78032 0.112 0.110 -0.004 0.103
H -3.29517 2.26108 1.43480 0.112 0.170 -0.020 0.129
H -4.85563 1.69357 0.90696 -0.170 0.033 -0.015 0.141
H -5.49164 6.65582 2.31378 -0.299 0.040 0.491 0.151
H -3.21479 5.76441 3.02258 -0.040 0.033 0.478 0.151
H -0.90418 1.96975 1.10117 0.041 -0.036 0.098 0.107
C 1.09424 3.36519 3.88441 0.205 0.012 0.006 -0.330
O 0.70169 2.87556 2.83691 -0.099 -0.069 -0.017 -0.005
N 0.32180 3.58428 4.95866 -0.067 0.012 0.097 -0.181
C 0.84694 4.17260 6.17653 -0.093 -0.050 -0.039 -0.045
C -1.08139 3.21023 4.89284 0.127 0.009 -0.073 -0.038
H 2.14454 3.66269 4.03469 -0.022 0.034 -0.005 0.130
H 0.72418 3.48702 7.01654 0.023 0.010 0.020 0.092
H 0.32776 5.10437 6.40685 0.024 0.017 0.016 0.091
H 1.90590 4.38633 6.05174 0.022 0.002 -0.011 0.088
H -1.18699 2.14296 4.69693 -0.027 0.005 -0.002 0.083
H -1.58386 3.74631 4.08698 -0.018 -0.029 0.020 0.068
H -1.56207 3.44911 5.83782 0.001 0.007 0.022 0.095
C 1.97291 -3.18104 -0.56750 0.010 -0.053 -0.008 -0.327
O 1.62565 -2.49701 0.38651 -0.066 0.018 0.076 -0.029
N 3.15485 -3.80054 -0.65477 0.068 -0.042 -0.053 -0.180
C 3.51802 -4.59955 -1.81358 -0.047 0.049 0.158 -0.050
C 4.09090 -3.66303 0.45007 -0.109 0.009 -0.016 -0.030
H 1.32880 -3.34250 -1.44620 0.003 0.005 0.011 0.144
H 3.71934 -5.62853 -1.50874 0.032 -0.010 -0.051 0.084
H 4.41478 -4.19259 -2.28542 -0.001 -0.028 -0.029 0.095
H 2.71195 -4.59934 -2.54753 0.127 0.019 0.143 0.050
H 3.65452 -4.04195 1.37478 0.035 -0.003 0.021 0.092
H 4.34581 -2.61408 0.60746 0.029 0.001 0.016 0.087
H 4.99299 -4.22343 0.22104 0.013 -0.008 -0.010 0.089
C 2.49451 -2.08571 3.69506 0.033 -0.017 -0.148 -0.350
O 3.43480 -2.52291 4.33372 0.064 -0.003 0.059 0.003
N 1.50986 -1.32833 4.22327 -0.066 -0.001 0.005 -0.187
C 0.42539 -0.82998 3.40308 0.126 0.083 0.107 -0.052
C 1.55421 -1.01050 5.63835 0.061 -0.044 -0.081 -0.043
H 2.36628 -2.26712 2.61489 -0.021 0.006 0.043 0.105
H 0.41947 0.26428 3.41381 -0.093 0.005 -0.084 0.068
H -0.53964 -1.19815 3.76258 -0.001 0.004 -0.015 0.091
H 0.57788 -1.17060 2.38066 -0.039 -0.027 -0.001 0.058
H 2.47020 -0.46984 5.88092 0.001 0.009 0.029 0.090
H 1.53796 -1.92165 6.23704 -0.002 0.010 0.030 0.092
H 0.69264 -0.39621 5.89142 -0.018 0.009 -0.005 0.079
C 2.90692 -5.05942 -5.56264 -0.015 0.038 0.079 -0.341
O 2.22800 -5.04398 -4.54696 -0.065 0.034 -0.161 -0.019
N 3.31029 -6.17586 -6.18108 0.038 -0.102 -0.119 -0.190
C 4.12217 -6.14564 -7.38077 -0.063 -0.076 0.084 -0.055
C 2.91623 -7.46030 -5.61639 -0.017 0.152 0.062 -0.033
H 3.25283 -4.13523 -6.05380 -0.012 0.000 -0.012 0.136
H 3.60426 -6.63794 -8.20560 0.019 0.014 -0.030 0.090
H 5.07202 -6.65540 -7.21192 0.020 0.012 -0.027 0.092
H 4.32405 -5.11400 -7.66139 -0.001 0.019 0.002 0.082
H 1.82842 -7.53713 -5.59138 -0.002 -0.043 0.008 0.096
H 3.28673 -7.56015 -4.59827 0.009 -0.073 -0.002 0.075
H 3.32442 -8.26368 -6.22272 0.033 0.006 -0.022 0.091
C -9.18813 2.43567 -4.18585 -0.051 -0.019 -0.021 -0.339
O -8.50112 2.88400 -3.27769 0.023 0.030 0.071 -0.023
N -8.71228 2.16233 -5.41081 -0.046 0.005 0.057 -0.192
C -9.53029 1.63080 -6.48326 0.111 0.035 0.023 -0.045
C -7.30292 2.43054 -5.61892 0.006 0.036 0.149 -0.042
H -10.26068 2.22006 -4.06626 0.007 0.006 0.011 0.138
H -9.14697 0.66449 -6.81372 -0.028 -0.012 -0.009 0.093
H -9.53766 2.31409 -7.33350 -0.029 -0.007 -0.010 0.093
H -10.55110 1.50001 -6.13150 -0.015 0.003 0.018 0.086
H -6.72392 1.84386 -4.90442 0.151 0.019 -0.105 0.089
H -7.11627 3.48762 -5.42200 0.160 -0.008 -0.093 0.088
H -6.99777 2.18291 -6.63115 -0.124 -0.035 -0.039 0.094
C 2.15590 -9.92774 -3.01377 0.043 -0.127 -0.070 -0.374
O 3.32482 -9.61863 -3.18828 0.001 -0.006 0.019 -0.012
N 1.37404 -9.43622 -2.04515 -0.103 0.109 0.009 -0.184
C -0.00676 -9.84437 -1.87262 0.079 0.169 0.109 -0.063
C 1.94132 -8.46111 -1.13146 0.051 -0.052 -0.061 -0.030
H 1.64127 -10.65996 -3.65842 -0.031 0.009 0.019 0.136
H -0.66343 -8.97594 -1.96502 -0.040 -0.037 -0.029 0.088
H -0.14159 -10.29813 -0.89166 -0.032 -0.075 -0.028 0.082
H -0.27274 -10.57802 -2.62869 0.022 -0.033 -0.004 0.086
H 2.28064 -7.58099 -1.67941 -0.007 0.018 0.014 0.075
H 2.79879 -8.88460 -0.60690 0.002 0.012 0.020 0.093
H 1.18386 -8.16841 -0.40922 -0.019 -0.005 0.010 0.089
C 2.32960 -12.85829 -1.39867 -0.080 0.028 -0.138 -0.356
O 1.27881 -12.49840 -0.89764 0.007 0.016 0.035 0.004
N 3.45902 -13.10158 -0.71638 0.101 -0.048 0.060 -0.191
C 4.68151 -13.51826 -1.37320 -0.035 0.034 0.122 -0.053
C 3.44524 -12.93402 0.72732 -0.066 0.019 -0.069 -0.037
H 2.43864 -13.01310 -2.48541 0.029 -0.020 0.010 0.133
H 5.00265 -14.49358 -1.00281 0.017 -0.010 -0.028 0.090
H 5.47834 -12.79478 -1.19326 0.018 -0.001 -0.036 0.091
H 4.51338 -13.58885 -2.44535 -0.008 0.010 -0.018 0.084
H 2.70650 -13.59513 1.18030 0.004 0.001 0.023 0.093
H 3.18304 -11.90848 0.98856 0.009 0.004 0.023 0.089
H 4.43062 -13.16705 1.12179 0.020 -0.005 -0.005 0.086
C 2.08955 7.81572 0.19767 -0.027 0.053 -0.072 -0.359
O 1.21721 7.69995 1.04290 -0.069 -0.009 0.037 -0.010
N 2.58350 6.79782 -0.52450 0.095 -0.035 -0.081 -0.182
C 3.60747 6.97678 -1.53548 -0.018 -0.074 0.094 -0.046
C 2.06101 5.46630 -0.27045 -0.050 0.126 0.129 -0.030
H 2.54313 8.78906 -0.05328 0.012 -0.008 0.017 0.132
H 3.24041 6.65575 -2.51216 0.019 0.017 -0.016 0.089
H 4.49440 6.39073 -1.28986 0.012 -0.001 -0.026 0.092
H 3.88322 8.02791 -1.59351 -0.004 0.019 0.007 0.082
H 0.98502 5.45475 -0.42785 0.010 -0.055 -0.002 0.072
H 2.24420 5.19046 0.76673 -0.081 -0.066 0.022 0.078
H 2.53791 4.74391 -0.92819 0.055 0.035 -0.019 0.090
C 4.65562 2.06300 -0.13102 -0.088 0.008 -0.111 -0.359
O 5.08061 2.97068 -0.82531 -0.016 0.026 -0.008 -0.004
N 4.33534 2.18297 1.16684 -0.062 -0.058 0.202 -0.161
C 3.80877 1.07759 1.94366 0.112 0.094 0.093 -0.059
C 4.51415 3.47538 1.81191 -0.056 -0.018 -0.197 -0.029
H 4.48496 1.04663 -0.52784 0.016 -0.007 0.019 0.133
H 2.81557 1.32253 2.32950 0.029 -0.004 0.024 0.064
H 4.46413 0.85394 2.78811 0.008 -0.040 0.011 0.092
H 3.73029 0.19023 1.31725 0.022 -0.024 0.003 0.076
H 3.92190 4.22789 1.29810 0.000 0.047 0.008 0.064
H 5.55408 3.78525 1.77286 0.032 0.017 0.067 0.070
H 4.20759 3.41590 2.85105 0.067 -0.072 0.031 0.071
C 7.41598 3.90349 4.76056 -0.018 0.062 0.173 -0.346
O 6.28612 4.11316 4.35809 0.001 -0.069 -0.073 0.004
N 8.32454 3.12830 4.14380 0.098 -0.048 -0.028 -0.192
C 9.65010 2.91775 4.69209 -0.065 -0.030 -0.105 -0.055
C 7.96905 2.48087 2.89202 -0.087 0.067 0.064 -0.033
H 7.79482 4.34379 5.69806 0.007 0.003 -0.008 0.133
H 10.41376 3.26722 3.99506 0.026 0.006 0.023 0.091
H 9.81881 1.85812 4.89192 0.022 0.004 0.025 0.091
H 9.75164 3.46837 5.62447 -0.004 0.012 0.015 0.082
H 7.71116 3.22276 2.13646 0.018 -0.008 -0.032 0.088
H 7.10784 1.82551 3.03148 0.001 -0.009 -0.021 0.088
H 8.81453 1.89494 2.54211 0.015 -0.016 0.007 0.089

=====

[2]
9
Properties=species:S:1:pos:R:3:forces:R:3:lowdin_charge:R:1 method="wB97M-V/def2-TZVPD" e_above_lowest_kcal_mol=30.8 s_squared=0.7530 multiplicity=2 e_homo_ha="-0.0465 / -0.1455" homo_lumo_gap_ev="4.423 / 7.130" charge=-1
C 1.82200 -0.05658 -0.03950 3.672 -0.324 -0.385 -0.054
O 0.00940 1.29429 0.16648 1.492 1.157 -0.951 -0.115
C -0.45118 -0.03705 0.40632 -1.484 -1.362 -0.769 -0.331
C 1.37814 1.21918 0.06773 -1.129 -0.321 1.713 -0.207
O -1.26168 -0.39530 -0.46335 0.595 0.458 0.858 -0.419
Tl -2.85040 -2.27878 -0.67853 0.007 -0.042 0.020 0.129
H 1.73599 -0.70262 -0.91452 -0.456 -0.211 0.805 0.100
H 1.93583 2.01202 0.57056 -0.086 -0.186 -0.192 0.107
F 3.27527 -0.31865 0.46860 -2.612 0.831 -1.098 -0.210